(1)
A molecular structure, C35H23Br2CsN4O3. Source: the OMol25 dataset; level of theory: ωB97M-V/def2-TZVPD.

Each line ends with the Löwdin charge.
Positions of all 68 atoms, in Å:
Cs: -0.236 0.888 -1.457  1.082
Br: 7.741 4.276 -1.153  0.612
C: 5.977 3.611 -1.479  -0.721
C: 5.637 3.151 -2.763  -0.162
C: 4.381 2.677 -3.004  -0.024
C: 3.346 2.618 -1.989  -0.416
O: 2.207 2.193 -2.260  -0.206
C: 3.742 3.116 -0.682  -0.132
C: 2.868 3.206 0.458  -0.110
N: 1.624 2.902 0.576  0.095
C: 1.002 3.290 1.759  -0.215
C: 1.198 4.524 2.345  -0.038
C: 0.487 4.917 3.496  -0.101
C: -0.450 4.101 4.060  -0.070
C: -0.709 2.834 3.482  -0.166
C: -1.701 1.954 3.973  -0.032
C: -1.917 0.763 3.347  -0.051
C: -1.115 0.430 2.235  -0.130
N: -0.172 1.205 1.769  0.082
C: 0.025 2.414 2.347  -0.159
C: 5.051 3.587 -0.474  -0.127
H: 6.377 3.171 -3.554  0.087
H: 4.114 2.307 -3.986  0.102
H: 3.384 3.605 1.347  0.113
H: 1.882 5.222 1.881  0.104
H: 0.678 5.896 3.919  0.093
H: -1.016 4.411 4.931  0.099
H: -2.289 2.252 4.834  0.107
H: -2.686 0.077 3.675  0.100
H: -1.259 -0.513 1.717  0.113
H: 5.323 3.946 0.513  0.094
Br: -7.983 3.754 -3.146  0.661
C: -7.033 2.471 -2.101  -0.670
C: -7.720 1.750 -1.141  -0.232
N: -7.122 0.839 -0.380  0.052
C: -5.815 0.638 -0.569  -0.084
C: -5.050 1.318 -1.509  -0.098
C: -5.682 2.263 -2.301  -0.060
C: -3.535 1.049 -1.671  -0.733
O: -2.992 1.696 -2.589  -0.125
O: -3.056 0.237 -0.859  -0.155
H: -8.781 1.913 -0.985  0.086
H: -5.326 -0.103 0.052  0.112
H: -5.099 2.797 -3.040  0.112
N: 0.384 -2.136 -1.269  -0.022
C: 0.641 -3.287 -0.861  -0.461
C: -0.442 -4.361 -0.766  -0.182
C: -1.752 -3.952 -0.506  -0.043
C: -2.797 -4.859 -0.496  -0.104
C: -2.564 -6.206 -0.769  -0.137
C: -1.273 -6.624 -1.050  -0.123
C: -0.222 -5.710 -1.039  -0.072
C: 2.038 -3.718 -0.414  -0.178
C: 3.137 -3.041 -0.943  -0.047
C: 4.426 -3.324 -0.526  -0.105
C: 4.652 -4.289 0.454  -0.136
C: 3.570 -4.959 1.003  -0.121
C: 2.278 -4.681 0.566  -0.069
H: -1.913 -2.889 -0.362  0.098
H: -3.805 -4.517 -0.288  0.091
H: -3.384 -6.915 -0.773  0.080
H: -1.078 -7.666 -1.284  0.084
H: 0.783 -6.054 -1.259  0.102
H: 2.926 -2.263 -1.667  0.099
H: 5.263 -2.784 -0.954  0.090
H: 5.660 -4.504 0.791  0.081
H: 3.728 -5.701 1.780  0.084
H: 1.443 -5.212 1.009  0.101

Computed properties:
* charge: -2
* energy: -6960.56983 Ha
* frontier orbital gap: 4.6 eV
* LUMO energy: 0.132 Eh
* 2S+1: 1

(2)
A molecular structure, C5H8Br2NO2. Source: the OMol25 dataset; level of theory: ωB97M-V/def2-TZVPD.

Each line ends with the Löwdin charge.
Positions of all 18 atoms, in Å:
C: 0.180 -0.372 -2.436  -0.749
C: 1.420 -0.667 1.159  -0.027
C: 0.040 1.177 0.081  -0.049
C: -2.808 -2.022 -1.064  -0.989
C: 0.791 -0.099 0.108  -0.450
N: 1.021 -0.587 -1.200  0.075
O: 0.725 0.090 -3.418  -0.006
O: -0.979 -0.749 -2.270  -0.087
Br: -4.743 -2.403 -1.343  0.417
Br: -2.025 -3.716 -0.428  0.469
H: 2.054 -1.571 1.209  0.040
H: -2.765 -1.412 -0.146  -0.007
H: 1.418 -0.076 2.088  0.025
H: 0.749 1.863 -0.467  0.110
H: 0.119 1.513 1.143  0.078
H: -0.915 1.111 -0.341  0.053
H: -2.410 -1.542 -1.988  -0.020
H: 1.763 -1.271 -1.330  0.118

Computed properties:
* charge: -1
* energy: -5548.61915 Ha
* frontier orbital gap: 7.1 eV
* LUMO energy: 0.110 Eh
* 2S+1: 1

Which of these has the lowest frontier orbital gap? C35H23Br2CsN4O3

Look up the energy of the second one. -5548.61915 Ha